Entry 1:
{
  "formula": "C2H3FO2",
  "method": "the ωB97M-V functional and the def2-TZVPD basis",
  "species": ["O", "H", "C", "H", "C", "H", "F", "O"],
  "positions_angstrom": [[1.5229, 1.2498, -0.1231], [-0.9384, -1.1462, -0.8116], [-0.5135, -0.2975, -0.0674], [-0.6079, 1.4741, 0.1988], [0.9272, -0.1879, -0.0578], [-0.8574, -0.8035, 0.9109], [1.7765, -1.1499, 0.0414], [-1.3096, 0.8610, -0.0911]],
  "de_lowest_ev": 3.503,
  "smiles": "O=C(F)CO",
  "homo_lumo_gap_ev": [10.195, 10.196]
}



Entry 2:
{
  "formula": "C18H17ClIrN2O5S",
  "method": "the ωB97M-V functional and the def2-TZVPD basis",
  "species": ["C", "C", "Cl", "H", "H", "C", "H", "C", "H", "N", "H", "H", "H", "H", "O", "C", "O", "N", "C", "O", "C", "C", "H", "C", "H", "H", "O", "C", "H", "C", "C", "C", "C", "H", "C", "H", "H", "S", "Ir", "H", "C", "C", "H", "C", "O"],
  "positions_angstrom": [[2.0087, -0.9371, -2.7547], [2.4920, -1.5263, -1.6153], [-5.4148, -0.4609, -4.6252], [1.7602, 2.7899, -0.0986], [3.2445, 2.5003, 4.5227], [1.3757, 2.4530, 0.8559], [-4.2991, -2.4456, -3.9901], [2.2332, 2.2016, 1.9085], [-0.8887, -2.1403, 2.4323], [-0.1560, -0.7473, -1.7925], [2.6429, -0.7483, -3.6085], [2.1861, 1.2571, 5.1978], [-2.6246, -1.1242, 0.7976], [0.2771, -0.0083, -3.6672], [-2.0397, -0.2622, -3.4956], [-3.1811, -0.8019, -3.2731], [-0.4513, 1.8449, -1.4872], [-1.9758, -1.2775, 0.0289], [-0.5090, 1.9104, 2.2954], [-1.3972, 3.9198, -0.4566], [0.3747, 1.6672, 3.3347], [-0.6243, -1.5798, 0.3933], [-2.3830, -1.9666, -0.5995], [0.6776, -0.5210, -2.8039], [3.5350, -1.8097, -1.5445], [-3.3965, -1.5391, -5.2461], [-2.2473, 1.5802, -0.0836], [1.1696, -2.3542, 1.7784], [3.2990, 2.3302, 1.7665], [1.6351, -1.7484, -0.5153], [2.7022, 1.5812, 4.2975], [-3.9838, -1.4616, -4.3350], [-0.1928, -2.0146, 1.6123], [3.0852, -2.5595, 0.8630], [0.2895, -1.3813, -0.6534], [1.5009, -2.7252, 2.7382], [3.4519, 0.8334, 4.0331], [-1.0687, 2.5653, -0.2715], [-1.8016, 0.3631, -1.6005], [-1.5771, 1.8327, 2.4522], [1.7498, 1.8080, 3.1600], [0.0069, 2.2893, 1.0622], [-0.0140, 1.3822, 4.3039], [2.0529, -2.2596, 0.7389], [-3.5244, -0.7097, -2.0551]],
  "de_lowest_ev": 2.094,
  "spin_multiplicity": 2,
  "s2": 0.756,
  "homo_lumo_gap_ev": [6.606, 6.232],
  "charge": 2
}



Result set for E: -8931.492 -58339.073 eV, one per record in the order listed.
Result set for largest force on an atom: 11.58 0.79 eV/Å, one per record in the order listed.